1.
DFT (wB97M-V/def2-TZVPD) results for a structure of composition C11H21Br8Cl3O2Sr2 at a distorted geometry.

Geometry (Å):
Sr -1.465 2.460 2.262
Sr -4.311 0.302 0.546
O -3.463 -1.864 -0.348
C -2.070 -1.718 -0.626
C -1.195 -0.430 -0.202
O -1.688 0.635 0.592
H -1.926 -1.984 -1.673
H -1.616 -2.626 -0.229
H -0.899 -0.033 -1.172
H -0.181 -0.687 0.106
Br -1.820 -0.333 3.980
C -0.044 -1.094 3.585
C 1.109 -0.117 3.957
Br 1.362 1.103 2.516
H 0.104 -1.452 2.566
H -0.025 -2.052 4.104
H 2.035 -0.554 4.331
H 0.808 0.373 4.882
Br 4.044 -1.356 2.116
C 4.412 0.126 0.945
C 3.443 0.010 -0.229
Br 3.660 1.701 -1.227
H 5.466 0.009 0.693
H 4.338 1.090 1.446
H 2.381 -0.038 0.012
H 3.703 -0.812 -0.895
Br -0.342 1.676 -4.278
C 0.734 0.249 -3.387
C 1.917 -0.026 -4.385
Br 2.944 1.680 -4.675
H 0.017 -0.562 -3.258
H 1.021 0.551 -2.380
H 1.407 -0.398 -5.273
H 2.689 -0.729 -4.074
Br 0.413 3.828 0.233
C -0.904 3.742 -1.269
C -2.132 4.517 -0.921
Br -3.172 4.737 -2.623
H -1.210 2.711 -1.446
H -0.447 4.058 -2.207
H -1.963 5.482 -0.443
H -2.712 3.808 -0.330
C -2.953 -5.060 1.705
Cl -2.892 -4.961 3.397
Cl -4.041 -6.408 1.255
Cl -1.335 -5.452 1.076
H -3.202 -4.104 1.245

## Properties
Charge: +1
Spin multiplicity: 2
Frontier orbital gap (alpha / beta), eV: 4.7 / 6.3
Highest occupied orbital energy (alpha / beta), eV: -8.21 / -10.33

***

2.
DFT (wB97M-V/def2-TZVPD) results for a structure of composition C11H21Br8Cl3O2Sr2 at a distorted geometry.

Geometry (Å):
Sr -11.114 -9.278 -1.729
Sr -12.733 -12.024 -4.224
O -11.079 -13.072 -5.956
C -9.925 -12.355 -5.819
C -9.529 -11.738 -4.277
O -10.485 -11.033 -3.541
H -9.974 -11.472 -6.457
H -9.164 -12.914 -6.363
H -8.589 -11.186 -4.276
H -9.156 -12.596 -3.717
Br -5.512 -6.829 -6.581
C -6.183 -7.083 -4.661
C -7.420 -8.021 -4.707
Br -8.267 -8.046 -2.897
H -6.426 -6.125 -4.201
H -5.365 -7.409 -4.017
H -7.197 -9.044 -5.012
H -8.145 -7.652 -5.433
Br -9.620 -13.221 -10.464
C -11.246 -12.316 -9.664
C -12.364 -13.319 -9.293
Br -14.075 -12.380 -8.869
H -11.657 -11.626 -10.401
H -11.018 -11.709 -8.788
H -12.079 -13.987 -8.480
H -12.525 -13.941 -10.173
Br -4.791 -13.743 -2.124
C -5.984 -12.820 -0.832
C -7.359 -12.446 -1.453
Br -8.548 -11.383 -0.285
H -5.546 -11.956 -0.333
H -6.168 -13.478 0.018
H -7.867 -13.356 -1.774
H -7.145 -11.815 -2.315
Br -9.998 -7.296 -8.110
C -8.428 -8.097 -9.004
C -7.961 -9.371 -8.288
Br -6.414 -10.365 -9.150
H -7.588 -7.402 -8.981
H -8.671 -8.374 -10.030
H -8.703 -10.159 -8.158
H -7.727 -9.094 -7.260
C -10.246 -16.670 -5.709
Cl -9.990 -15.890 -4.084
Cl -11.875 -17.293 -5.725
Cl -9.005 -17.954 -5.994
H -10.101 -15.812 -6.366

## Properties
Charge: +3
Spin multiplicity: 2
Frontier orbital gap (alpha / beta), eV: 4.2 / 4.2
Highest occupied orbital energy (alpha / beta), eV: -16.14 / -16.13

***

3.
DFT (wB97M-V/def2-TZVPD) results for a cluster of 2 separate species, C11H21Cl2N3O3P in total at a distorted geometry.

Geometry (Å):
C 0.868 -0.401 3.559
C -0.297 0.537 3.233
P -1.626 -0.295 2.242
C -2.781 0.957 1.537
C -2.255 1.817 0.365
C -0.874 -1.331 0.895
C -1.648 -1.472 -0.401
N -0.566 -1.630 -1.409
C 0.346 -0.776 -1.001
N 1.195 -0.144 -1.775
C 2.172 0.779 -1.233
Cl 2.748 1.772 -2.612
C 3.342 0.084 -0.542
C 4.493 -0.355 -1.465
Cl 4.012 1.306 0.625
N 0.342 -0.590 0.368
H 0.566 -1.154 4.281
H 1.631 0.203 4.055
H 1.342 -0.823 2.679
H 0.034 1.492 2.813
H -0.770 0.792 4.179
H -3.744 0.522 1.294
H -2.979 1.643 2.364
H -2.373 1.311 -0.594
H -2.813 2.750 0.319
H -1.199 2.090 0.467
H -0.586 -2.292 1.307
H -2.394 -0.717 -0.659
H -2.171 -2.425 -0.374
H -0.986 -1.252 -2.321
H 1.121 -0.327 -2.771
H 1.658 1.485 -0.592
H 3.037 -0.754 0.072
H 5.326 0.326 -1.347
H 4.845 -1.319 -1.098
H 4.198 -0.495 -2.498
H 0.143 0.404 0.502
C -3.365 -0.438 -3.597
O -3.881 -0.845 -2.495
O -4.049 -0.227 -4.653
O -2.061 -0.205 -3.717

## Properties
Charge: -1
Spin multiplicity: 1
Frontier orbital gap, eV: 3.4
Highest occupied orbital energy, eV: -1.49

***

4.
DFT (wB97M-V/def2-TZVPD) results for a structure of composition C11H21Cl4O4P2Sn at a distorted geometry.

Geometry (Å):
C -4.088 -0.991 0.848
C -2.925 -0.155 1.030
H -5.087 -0.624 1.016
H -3.953 -1.941 1.431
H -4.054 -1.382 -0.185
O -2.153 0.650 1.412
Cl -1.643 -1.903 0.265
Sn 0.634 -0.220 -0.323
P 0.926 -0.627 2.231
C 1.241 0.830 3.256
C -0.274 -1.578 3.223
H 0.194 -1.900 4.158
H 2.578 -2.007 3.307
H -0.618 -2.450 2.671
H 2.334 -2.485 1.593
H 0.337 1.441 3.272
H -1.142 -0.964 3.473
C 2.440 -1.635 2.279
H 1.482 0.498 4.258
H 3.312 -1.040 1.969
H 2.069 1.400 2.836
P -0.537 0.440 -2.502
C -0.428 2.206 -2.937
C 0.486 -0.438 -3.741
H -2.422 -1.080 -2.627
H -2.468 0.155 -3.903
H -2.947 0.562 -2.249
C -2.253 -0.028 -2.850
H 0.616 -1.477 -3.416
H -0.047 -0.422 -4.706
H -0.743 2.320 -3.970
H 0.601 2.552 -2.816
H 1.478 0.023 -3.831
H -1.089 2.768 -2.278
C 1.098 2.448 0.246
O 1.477 3.503 0.435
Cl 4.529 0.454 -3.426
C 4.747 0.046 -1.672
Cl 5.170 -1.677 -1.418
Cl 5.803 1.164 -0.745
C 3.324 0.226 -1.127
O 2.900 1.348 -0.805
O 2.595 -0.854 -1.084

## Properties
Charge: +3
Spin multiplicity: 1
Frontier orbital gap, eV: 6.1
Energy above the lowest of the compared OMol25 structures with the same formula, charge and spin, kcal/mol: 1.8
Highest occupied orbital energy, eV: -18.47

***

5.
DFT (wB97M-V/def2-TZVPD) results for a cluster of 7 separate species, C11H21F2N5O16 in total at a distorted geometry.

Geometry (Å):
C 1.238 0.129 4.083
N 1.355 -1.075 3.254
O 1.138 -2.076 3.891
O 1.304 -1.046 1.983
H 1.868 0.141 4.972
H 0.196 0.294 4.356
H 1.358 1.024 3.473
C -4.929 -0.530 -1.274
N -4.067 0.507 -0.624
O -4.069 0.576 0.596
O -3.409 1.192 -1.340
H -4.434 -1.412 -1.682
H -5.410 0.043 -2.066
H -5.797 -0.725 -0.644
C 1.158 -2.025 -0.821
N 0.745 -1.081 -1.870
O -0.054 -1.330 -2.809
O 1.230 0.015 -1.736
H 0.401 -2.096 -0.039
H 2.186 -1.820 -0.523
H 1.223 -3.020 -1.262
C 3.733 4.867 -1.466
N 2.748 5.701 -2.172
O 2.103 6.439 -1.471
O 2.750 5.737 -3.403
H 3.879 3.965 -2.061
H 3.407 4.674 -0.444
H 4.672 5.419 -1.442
C 3.807 1.020 0.131
N 4.519 -0.225 -0.177
O 4.542 -0.621 -1.379
O 4.987 -0.848 0.694
H 4.453 1.895 0.205
H 3.250 0.896 1.060
H 3.116 1.171 -0.698
C -0.818 2.386 -0.742
C -1.099 1.660 0.585
O -0.178 2.436 1.400
C 0.884 2.708 0.655
O 2.024 3.089 0.970
O 0.573 2.569 -0.627
F -0.993 0.352 0.724
H -1.263 3.377 -0.832
H -1.028 1.682 -1.548
H -2.156 1.843 0.778
C -4.073 -5.098 0.125
C -2.648 -5.637 0.295
O -1.887 -4.439 0.401
C -2.603 -3.400 -0.140
O -2.178 -2.278 -0.099
O -3.836 -3.761 -0.469
F -2.167 -6.361 -0.700
H -4.390 -4.918 1.152
H -4.781 -5.731 -0.410
H -2.577 -6.255 1.189

## Properties
Charge: -1
Spin multiplicity: 2
Frontier orbital gap (alpha / beta), eV: 2.7 / 6.1
Energy above the lowest of the compared OMol25 structures with the same formula, charge and spin, kcal/mol: 0.0
Highest occupied orbital energy (alpha / beta), eV: -0.70 / -4.14

***

6.
DFT (wB97M-V/def2-TZVPD) results for a structure of composition C11H21F6InN4O7S2 at a distorted geometry.

Geometry (Å):
In 8.294 -19.318 2.503
C 4.822 -20.532 5.534
F 4.135 -20.442 6.628
F 4.473 -21.594 4.840
F 4.682 -19.487 4.722
S 6.671 -20.714 6.035
O 6.999 -19.408 6.551
O 6.691 -21.775 7.005
N 7.547 -20.977 4.583
S 7.606 -22.555 4.384
O 6.402 -23.314 4.702
O 8.049 -22.832 3.025
C 8.964 -23.158 5.639
F 9.458 -22.176 6.390
F 8.443 -24.085 6.397
F 9.933 -23.677 4.919
C 9.915 -14.348 1.814
C 9.802 -15.794 1.350
O 9.083 -16.551 2.025
N 10.436 -16.217 0.242
C 10.747 -15.354 -0.899
H 10.761 -14.318 2.504
H 8.996 -14.022 2.288
H 10.183 -13.680 0.997
H 10.340 -17.213 0.129
H 11.353 -15.906 -1.615
H 11.338 -14.475 -0.660
H 9.794 -15.119 -1.371
C 9.807 -18.432 6.625
C 9.002 -17.405 5.846
O 8.606 -17.705 4.711
N 8.840 -16.182 6.355
C 8.009 -15.125 5.795
H 9.600 -18.377 7.697
H 10.880 -18.239 6.595
H 9.491 -19.420 6.315
H 9.549 -15.848 6.992
H 7.851 -15.275 4.729
H 8.457 -14.150 5.968
H 7.047 -15.152 6.309
C 7.643 -23.646 -0.215
C 7.958 -22.166 -0.299
O 7.598 -21.443 0.646
N 8.584 -21.671 -1.372
C 8.651 -22.325 -2.696
H 6.581 -23.718 -0.448
H 7.813 -23.960 0.816
H 8.341 -24.289 -0.748
H 8.830 -20.702 -1.244
H 8.748 -21.593 -3.494
H 7.858 -23.053 -2.811
H 9.642 -22.780 -2.776

## Properties
Charge: +2
Spin multiplicity: 1
Frontier orbital gap, eV: 3.4
Energy above the lowest of the compared OMol25 structures with the same formula, charge and spin, kcal/mol: 42.8
Highest occupied orbital energy, eV: -15.73

***

What did the first record say?
DFT (wB97M-V/def2-TZVPD) results for a structure of composition C11H21Br8Cl3O2Sr2 at a distorted geometry.

Geometry (Å):
Sr -1.465 2.460 2.262
Sr -4.311 0.302 0.546
O -3.463 -1.864 -0.348
C -2.070 -1.718 -0.626
C -1.195 -0.430 -0.202
O -1.688 0.635 0.592
H -1.926 -1.984 -1.673
H -1.616 -2.626 -0.229
H -0.899 -0.033 -1.172
H -0.181 -0.687 0.106
Br -1.820 -0.333 3.980
C -0.044 -1.094 3.585
C 1.109 -0.117 3.957
Br 1.362 1.103 2.516
H 0.104 -1.452 2.566
H -0.025 -2.052 4.104
H 2.035 -0.554 4.331
H 0.808 0.373 4.882
Br 4.044 -1.356 2.116
C 4.412 0.126 0.945
C 3.443 0.010 -0.229
Br 3.660 1.701 -1.227
H 5.466 0.009 0.693
H 4.338 1.090 1.446
H 2.381 -0.038 0.012
H 3.703 -0.812 -0.895
Br -0.342 1.676 -4.278
C 0.734 0.249 -3.387
C 1.917 -0.026 -4.385
Br 2.944 1.680 -4.675
H 0.017 -0.562 -3.258
H 1.021 0.551 -2.380
H 1.407 -0.398 -5.273
H 2.689 -0.729 -4.074
Br 0.413 3.828 0.233
C -0.904 3.742 -1.269
C -2.132 4.517 -0.921
Br -3.172 4.737 -2.623
H -1.210 2.711 -1.446
H -0.447 4.058 -2.207
H -1.963 5.482 -0.443
H -2.712 3.808 -0.330
C -2.953 -5.060 1.705
Cl -2.892 -4.961 3.397
Cl -4.041 -6.408 1.255
Cl -1.335 -5.452 1.076
H -3.202 -4.104 1.245

## Properties
Charge: +1
Spin multiplicity: 2
Frontier orbital gap (alpha / beta), eV: 4.7 / 6.3
Highest occupied orbital energy (alpha / beta), eV: -8.21 / -10.33

***

spin multiplicity of number 4 (C11H21Cl4O4P2Sn)? 1

***

What is the formula in the first record? C11H21Br8Cl3O2Sr2